{"formula": "C8H10F3NO3SY", "method": "ωB97M-V with the def2-TZVPD basis set", "max_force_ev_per_a": 2.7, "relative_energy_kj_mol": 0.0, "total_energy_ha": -1327.49319, "charge": -1, "orbital_gap_ha": 0.2316, "symbols": ["C", "C", "C", "C", "C", "Y", "N", "C", "C", "H", "H", "H", "H", "H", "H", "H", "H", "H", "H", "F", "C", "F", "F", "S", "O", "O", "O"], "xyz": [[-0.847, 0.895, -2.503], [0.547, 0.709, -2.774], [1.292, 1.558, -1.896], [0.357, 2.277, -1.086], [-0.966, 1.871, -1.464], [-0.062, -0.226, -0.254], [-1.957, -0.991, -0.033], [0.045, -2.703, -0.796], [1.057, -2.193, -1.542], [2.372, 1.693, -1.902], [0.968, 0.085, -3.561], [0.613, 3.062, -0.372], [-1.900, 2.291, -1.080], [-1.671, 0.429, -3.050], [0.965, -2.098, -2.633], [-0.882, -3.077, -1.243], [-2.902, -1.160, 0.326], [2.068, -2.013, -1.136], [0.148, -2.897, 0.289], [-0.687, 1.107, 4.887], [-0.343, 0.067, 4.085], [0.425, -0.780, 4.813], [-1.474, -0.593, 3.744], [0.597, 0.619, 2.553], [-0.425, 1.236, 1.662], [1.617, 1.470, 3.086], [1.046, -0.640, 1.880]], "forces_ev_per_a": [[0.6, 0.7, -0.2], [-0.5, 0.5, 0.4], [-0.7, 0.1, 0.0], [-0.1, -0.2, -0.9], [0.5, 0.2, -0.6], [-2.7, 0.3, 0.2], [1.4, 0.4, 0.2], [-0.2, -1.4, 0.0], [0.5, -0.6, -0.2], [-0.3, -0.1, 0.1], [-0.1, 0.1, 0.3], [-0.1, -0.4, -0.1], [0.5, -0.4, 0.0], [0.4, 0.1, 0.4], [0.0, 0.0, 0.6], [0.5, 0.3, 0.3], [0.3, -0.2, -0.3], [-0.6, 0.0, 0.0], [0.0, 0.1, -0.7], [0.4, -0.7, -0.8], [-0.6, -0.6, 0.1], [-0.4, 0.6, -0.4], [0.9, 0.6, 0.3], [-1.1, -0.2, -1.3], [1.4, -0.3, 1.7], [0.0, -0.1, 0.0], [0.0, 1.1, 1.0]]}